#i
Below is a molecular structure, C28H60BiBrN6O3SSi, with properties calculated with wB97M-V/def2-TZVPD.

The geometry in ORCA input format:
```
! RIJCOSX wB97M-V def2-TZVPD def2/J DEFGRID3
* xyz 2 1
Bi -0.017 0.277 0.203
C -3.191 1.384 1.095
C -3.162 1.443 -0.440
N -2.459 0.303 -0.999
C -3.130 -0.988 -0.870
C -2.184 -2.084 -0.365
N -1.478 -1.712 0.859
C -2.336 -1.475 2.017
C -2.053 -0.119 2.662
N -1.913 0.975 1.696
H -3.500 2.365 1.463
H -3.959 0.674 1.401
H -4.200 1.516 -0.796
H -2.643 2.345 -0.765
H -2.218 0.479 -1.966
H -3.974 -0.884 -0.188
H -3.542 -1.322 -1.828
H -2.775 -2.997 -0.215
H -1.433 -2.280 -1.128
H -0.782 -2.420 1.063
H -3.381 -1.534 1.711
H -2.184 -2.241 2.782
H -2.866 0.096 3.365
H -1.124 -0.166 3.229
H -1.497 1.745 2.210
N 2.255 0.481 -0.940
C 2.446 1.380 -2.083
C 3.041 2.728 -1.684
C 2.066 3.770 -1.135
C 1.332 3.407 0.156
N 0.028 2.761 -0.094
H 2.958 0.652 -0.226
H 2.368 -0.482 -1.228
H 1.480 1.514 -2.576
H 3.120 0.917 -2.809
H 3.500 3.162 -2.575
H 3.840 2.561 -0.960
H 1.338 4.024 -1.909
H 2.649 4.673 -0.949
H 1.174 4.315 0.741
H 1.924 2.718 0.763
H -0.267 2.945 -1.050
H -0.673 3.144 0.528
C -0.894 -3.126 -5.542
C -0.105 -3.088 -4.280
C 0.615 -4.195 -3.828
C 1.260 -4.157 -2.605
C 1.139 -2.991 -1.872
Br 1.858 -2.872 -0.093
N 0.507 -1.910 -2.283
C -0.093 -1.958 -3.466
H -0.474 -3.839 -6.246
H -0.939 -2.142 -6.001
H -1.914 -3.438 -5.322
H 0.669 -5.087 -4.435
H 1.815 -5.000 -2.229
H -0.599 -1.046 -3.757
C 4.094 2.694 3.236
C 3.215 3.151 4.396
C 3.870 2.823 5.733
C 2.912 4.647 4.308
O 1.939 2.490 4.321
Si 1.434 0.981 4.243
S 1.546 0.492 2.053
O 2.424 -0.069 4.914
C 2.541 -1.485 5.133
C 3.190 -2.107 3.900
C 3.435 -1.638 6.361
C 1.164 -2.098 5.376
O -0.129 0.932 4.629
C -0.776 1.456 5.814
C 0.217 1.587 6.959
C -1.883 0.478 6.209
C -1.352 2.821 5.446
H 5.063 3.181 3.291
H 3.627 2.942 2.286
H 4.233 1.617 3.286
H 4.839 3.308 5.798
H 4.002 1.749 5.828
H 3.252 3.174 6.556
H 3.838 5.213 4.325
H 2.297 4.954 5.150
H 2.373 4.876 3.392
H 4.158 -1.651 3.713
H 2.562 -1.949 3.026
H 3.325 -3.174 4.048
H 4.399 -1.169 6.181
H 3.593 -2.689 6.585
H 2.980 -1.159 7.224
H 0.524 -1.915 4.514
H 0.703 -1.661 6.259
H 1.255 -3.170 5.527
H 0.727 0.644 7.127
H -0.304 1.869 7.868
H 0.958 2.345 6.731
H -1.475 -0.516 6.360
H -2.657 0.421 5.450
H -2.340 0.811 7.135
H -0.560 3.449 5.049
H -1.771 3.294 6.327
H -2.136 2.720 4.697
*
```

Properties
LUMO level = -4.898 eV
HOMO-LUMO gap = 0.32504 Eh
HOMO level = -0.50504 Ha

***

#ii
Below is a molecular structure, C28H60BiBrN6O3SSi, with properties calculated with wB97M-V/def2-TZVPD.

The geometry in ORCA input format:
```
! RIJCOSX wB97M-V def2-TZVPD def2/J DEFGRID3
* xyz 2 1
Bi -0.329 0.288 -0.125
C 2.257 -1.696 0.760
C 3.163 -0.721 0.021
N 2.390 0.227 -0.796
C 2.726 1.646 -0.644
C 2.464 2.151 0.764
N 1.111 1.812 1.278
C 1.168 1.235 2.644
C 1.712 -0.185 2.631
N 1.189 -0.997 1.506
H 2.859 -2.323 1.425
H 1.770 -2.353 0.042
H 3.849 -1.305 -0.596
H 3.797 -0.171 0.717
H 2.461 -0.020 -1.775
H 2.115 2.202 -1.362
H 3.772 1.869 -0.883
H 2.612 3.232 0.788
H 3.198 1.734 1.452
H 0.556 2.663 1.347
H 0.163 1.260 3.049
H 1.800 1.856 3.285
H 1.474 -0.655 3.586
H 2.799 -0.177 2.563
H 0.538 -1.690 1.865
N -2.609 -0.409 -1.432
C -3.641 0.530 -1.925
C -3.247 1.181 -3.249
C -2.443 2.477 -3.182
C -1.066 2.386 -2.535
N -1.112 2.430 -1.049
H -2.412 -1.104 -2.146
H -2.986 -0.923 -0.638
H -3.808 1.282 -1.148
H -4.593 0.010 -2.049
H -4.163 1.392 -3.802
H -2.702 0.449 -3.857
H -3.026 3.249 -2.669
H -2.301 2.840 -4.202
H -0.433 3.203 -2.880
H -0.575 1.457 -2.854
H -2.063 2.513 -0.694
H -0.653 3.261 -0.693
C 0.668 -3.790 -4.443
C 0.083 -3.732 -3.059
C -0.382 -4.865 -2.396
C -0.903 -4.767 -1.117
C -0.935 -3.510 -0.542
Br -1.661 -3.276 1.195
N -0.504 -2.408 -1.131
C -0.008 -2.532 -2.370
H 0.450 -4.742 -4.921
H 1.753 -3.677 -4.411
H 0.270 -2.996 -5.074
H -0.342 -5.831 -2.885
H -1.276 -5.630 -0.586
H 0.333 -1.613 -2.840
C -2.163 0.694 5.429
C -1.721 2.146 5.326
C -2.777 3.083 5.888
C -0.388 2.366 6.018
O -1.498 2.469 3.921
Si -2.412 2.279 2.596
S -2.007 0.329 1.733
O -3.958 2.328 2.994
C -5.287 2.205 2.433
C -5.583 0.733 2.201
C -6.224 2.792 3.472
C -5.339 2.992 1.133
O -1.909 3.372 1.478
C -1.733 4.812 1.663
C -2.608 5.323 2.795
C -2.134 5.466 0.352
C -0.258 5.029 1.972
H -2.349 0.433 6.471
H -1.394 0.022 5.041
H -3.086 0.525 4.871
H -2.955 2.848 6.938
H -3.719 2.985 5.349
H -2.441 4.119 5.831
H -0.466 2.125 7.078
H -0.076 3.407 5.926
H 0.383 1.730 5.583
H -5.533 0.180 3.139
H -4.870 0.294 1.501
H -6.586 0.620 1.790
H -6.160 2.230 4.404
H -7.254 2.752 3.117
H -5.969 3.833 3.673
H -4.552 2.660 0.451
H -5.212 4.060 1.315
H -6.301 2.845 0.641
H -3.658 5.083 2.621
H -2.514 6.407 2.857
H -2.306 4.904 3.754
H -3.177 5.246 0.119
H -1.508 5.122 -0.474
H -2.022 6.548 0.420
H 0.035 4.426 2.834
H -0.056 6.074 2.205
H 0.366 4.764 1.109
*
```

Properties
LUMO level = -4.773 eV
HOMO-LUMO gap = 0.33930 Eh
HOMO level = -0.51469 Ha

***

Quick one: most stable of them? #ii